1.
Entry from the OMol25 dataset: a cluster of 4 separate species, C4H17NO4 in total (ωB97M-V/def2-TZVPD).

Each line ends with the Mulliken charge.
CARTESIAN COORDINATES (ANGSTROEM)
C: -2.5394 1.9122 -2.6084  -0.7268
O: -1.3794 1.1793 -2.2444  -0.3175
C: -1.6361 0.2551 -1.2181  -0.8923
C: -0.3291 -0.4094 -0.7867  0.8506
C: 0.2922 -1.1906 -1.9457  -1.5089
N: -0.6112 -1.2189 0.3935  -0.6876
H: -3.4240 1.2669 -2.5909  0.3165
H: -2.3779 2.3407 -3.5951  0.2513
H: -2.7340 2.7336 -1.9056  0.2727
H: -2.0756 0.7682 -0.3484  0.3877
H: -2.3694 -0.5185 -1.4952  0.3634
H: 0.3664 0.3865 -0.5093  0.1466
H: -0.2788 -2.1001 -2.1476  0.3255
H: 1.3214 -1.4467 -1.6874  0.3768
H: 0.3010 -0.5850 -2.8511  0.3901
H: -1.5466 -1.6040 0.4456  0.2245
H: 0.0096 -2.0227 0.4409  0.1881
O: 2.7294 -2.0691 3.3187  -0.6572
H: 2.5207 -2.2845 4.2358  0.3152
H: 2.7060 -2.9114 2.8490  0.3154
O: 2.1517 2.9727 2.7472  -0.6400
H: 1.8365 2.0619 2.6048  0.3965
H: 3.1095 2.8956 2.7886  0.2894
O: 1.4097 0.2465 2.0503  -0.7214
H: 0.6177 -0.1653 1.6458  0.4039
H: 1.9298 -0.4930 2.4135  0.3377

Forces on atoms 1 to 2 (eV/Å):
C 0.1 0.0 0.4
O -0.3 -0.1 -0.2

Summary:
HOMO level: -9.8 eV
frontier orbital gap: 10.2 eV
SMILES: COC[C@H](C)N.O.O.O
relative energy (zero: lowest compared OMol25 entry of this formula, charge and spin): 3.92 kcal/mol



2.
Entry from the OMol25 dataset: a cluster of 2 separate species, C3H5NO2S in total at a distorted geometry (ωB97M-V/def2-TZVPD).

Each line ends with the Mulliken charge.
CARTESIAN COORDINATES (ANGSTROEM)
C: 0.3794 -0.5437 0.8570  -0.1670
C: -0.9228 -0.5543 0.2568  0.2377
C: 1.5010 0.0202 0.0110  -0.6074
N: -1.7448 0.4749 -0.1602  0.8227
O: -1.3572 1.6082 0.2003  -0.4826
O: -2.8027 0.2874 -0.7200  -0.6017
S: -0.4407 -2.1137 0.0662  -0.1121
H: 0.3347 -0.4971 2.0039  0.3382
H: -0.1162 0.9677 -1.9567  0.0997
H: 0.9093 0.4353 -0.7905  -0.1217
H: 2.2030 -0.8156 -0.3695  0.3035
H: 2.0570 0.7307 0.6018  0.2906

Forces on atoms 1 to 2 (eV/Å):
C -0.5 -0.5 1.5
C -0.1 0.8 0.1

Summary:
HOMO level (alpha / beta): -10.4 / -8.6 eV
frontier orbital gap (alpha / beta): 8.6 / 7.8 eV
relative energy (zero: lowest compared OMol25 entry of this formula, charge and spin): 204.32 kcal/mol



3.
Entry from the OMol25 dataset: a cluster of 3 separate species, C4H11NO2 in total at a distorted geometry (ωB97M-V/def2-TZVPD).

Each line ends with the Mulliken charge.
CARTESIAN COORDINATES (ANGSTROEM)
C: 2.6315 -0.2925 0.3012  -1.2408
C: 1.3102 0.1688 -0.2606  1.1562
C: 1.0100 0.1213 -1.6244  -0.8730
C: 0.4018 0.8341 0.7303  -0.7109
N: 0.2502 -0.6110 0.8568  -0.3325
H: 3.3068 0.3575 0.8698  0.3688
H: 3.4234 -0.3771 -0.5081  0.3459
H: 2.6097 -1.3236 0.6282  0.3233
H: 1.5798 -0.4856 -2.3144  0.2917
H: 0.1612 0.7035 -1.9496  0.4789
H: 0.9911 1.2040 1.5674  0.3546
H: -0.4639 1.4170 0.4034  0.3272
H: -3.3380 -0.0631 1.5236  0.1905
H: -0.8161 -0.7488 0.8876  0.3159
O: -2.5487 0.3894 1.2079  -0.9645
H: -1.2000 -0.3999 -1.2769  0.2147
H: -2.4130 -0.1298 -0.3793  0.4604
O: -2.1493 -0.4961 -1.2780  -0.7063

Forces on atoms 1 to 2 (eV/Å):
C 2.8 -0.7 -2.6
C 1.0 -0.5 -0.6

Summary:
HOMO level: -8.1 eV
frontier orbital gap: 4.5 eV
relative energy (zero: lowest compared OMol25 entry of this formula, charge and spin): 184.51 kcal/mol



4.
Entry from the OMol25 dataset: a structure of composition C30H30I2N5O9P2STi at a distorted geometry (ωB97M-V/def2-TZVPD).

Each line ends with the Mulliken charge.
CARTESIAN COORDINATES (ANGSTROEM)
Ti: 0.2986 -0.3340 -0.6119  -0.3029
I: 5.3334 5.1339 2.0972  0.0526
C: 4.1144 3.6759 1.2623  -0.6411
C: 4.5437 2.3608 1.2146  -0.2593
C: 3.7136 1.3884 0.6557  -0.1206
I: 4.4193 -0.5644 0.6332  0.0332
C: 2.4771 1.7287 0.1580  -0.2910
O: 1.6758 0.8140 -0.3703  1.6376
C: 2.0351 3.0473 0.2212  0.9711
C: 0.6767 3.4361 -0.3151  -1.4694
N: -0.4240 2.5816 0.0985  0.3836
C: -1.1646 2.9452 1.2755  -1.2676
C: -0.5087 2.5860 2.5941  0.9392
C: -1.0296 3.1322 3.7686  -1.0744
C: -0.4772 2.7686 4.9801  -0.4259
C: 0.5876 1.8769 4.9888  -0.8740
C: 1.0389 1.3936 3.7731  -0.4648
N: 0.4994 1.7256 2.5993  0.4831
C: 2.8600 4.0165 0.7650  -0.7454
H: 5.5118 2.0806 1.6030  0.4779
H: 0.5002 4.4879 -0.0428  0.4268
H: 0.7175 3.3976 -1.4084  0.0023
H: -1.0608 2.4304 -0.6701  0.0646
H: -1.4235 4.0191 1.3128  0.3921
H: -2.1157 2.4037 1.2328  0.1340
H: -1.8512 3.8363 3.7217  0.4720
H: -0.8623 3.1797 5.9045  0.4180
H: 1.0626 1.5720 5.9104  0.4532
H: 1.8752 0.7045 3.7297  0.4173
H: 2.5075 5.0391 0.8165  0.4763
N: -3.9793 -2.4643 0.4033  0.0039
C: -3.3553 -1.1045 0.6751  0.1697
C: -4.3111 -0.2341 1.4846  -1.7303
P: -3.0298 -0.4440 -1.0537  0.9110
O: -4.1475 0.7037 -1.1522  -0.5926
O: -3.3180 -1.5990 -1.9458  -0.9340
O: -1.6875 0.2405 -1.0895  -0.0286
P: -1.7867 -1.5292 1.6277  1.0693
O: -2.1269 -1.1945 3.1527  -0.6889
O: -1.6632 -3.0001 1.4291  -0.9687
O: -0.7020 -0.5676 1.2180  -0.6487
H: -4.0003 -2.5532 -0.6401  0.4135
H: -4.9066 -2.5509 0.8130  0.3160
H: -3.3093 -3.1646 0.7898  0.3730
H: -5.2363 -0.0443 0.9416  0.5415
H: -3.8472 0.7321 1.6758  0.1878
H: -4.5266 -0.6894 2.4519  0.4973
H: -3.9733 1.3225 -1.8661  0.3481
H: -1.6045 -0.4487 3.4654  0.3426
O: 2.8347 -1.0234 -2.6417  -0.6907
S: 1.6713 -0.6955 -3.4349  1.5351
O: 1.5996 -1.3006 -4.7446  -0.7979
N: 0.2856 -0.9323 -2.6209  0.5203
C: -0.0009 -2.3355 -2.5413  -0.9201
C: -0.5760 -3.0447 -3.5554  -0.1750
C: -0.7577 -4.4437 -3.4392  -0.9854
C: -0.3313 -5.1232 -2.3359  -0.9050
C: 0.2814 -4.4200 -1.2692  0.6997
C: 0.8342 -5.0393 -0.1222  -0.8738
C: 1.4373 -4.2932 0.8442  -1.1692
C: 1.4412 -2.8887 0.7047  -0.2681
N: 0.9490 -2.2822 -0.3474  1.0783
C: 0.3999 -3.0275 -1.3621  0.6182
C: 1.6188 1.0552 -3.6335  -0.1544
C: 0.4664 1.6735 -4.1022  -0.3715
C: 0.4859 3.0383 -4.3415  -0.6646
C: 1.6443 3.7726 -4.1095  -0.5925
C: 2.7832 3.1435 -3.6302  -0.5425
C: 2.7777 1.7752 -3.3889  -0.1694
H: -0.8636 -2.5199 -4.4544  0.5137
H: -1.2173 -4.9838 -4.2562  0.4314
H: -0.4375 -6.1979 -2.2669  0.4278
H: 0.7799 -6.1176 -0.0277  0.4489
H: 1.8727 -4.7372 1.7265  0.4404
H: 1.8392 -2.2522 1.4891  0.6362
H: -0.4234 1.0845 -4.2757  0.4049
H: -0.4026 3.5314 -4.7141  0.4037
H: 1.6549 4.8380 -4.2968  0.3931
H: 3.6796 3.7172 -3.4355  0.4101
H: 3.6496 1.2686 -3.0015  0.4380

Forces on atoms 1 to 2 (eV/Å):
Ti -0.8 1.9 0.7
I 0.1 0.1 0.1

Summary:
HOMO level (alpha / beta): -7.3 / -8.0 eV
multiplicity: 2
frontier orbital gap (alpha / beta): 7.3 / 7.9 eV
relative energy (zero: lowest compared OMol25 entry of this formula, charge and spin): 40.91 kcal/mol



5.
Entry from the OMol25 dataset: a structure of composition C5H4FeO7 at a distorted geometry (ωB97M-V/def2-TZVPD).

Each line ends with the Mulliken charge.
CARTESIAN COORDINATES (ANGSTROEM)
O: -1.8625 2.4672 2.6707  -0.3437
C: -0.8436 3.0481 2.5710  0.7957
O: 0.0479 3.7495 2.8004  -0.2871
O: -0.1076 -1.8645 -0.4153  -0.4231
C: 0.2193 -1.8419 -1.7851  -0.3335
C: 1.0119 -0.5480 -1.9334  -0.3665
O: 1.6395 -0.4382 -0.6817  -0.4254
C: 0.7084 -0.8795 0.3282  1.3273
H: 0.8384 -2.7172 -2.0470  0.2516
H: -0.6925 -1.8578 -2.3993  0.2665
H: 0.3423 0.3115 -2.1190  0.2078
H: 1.7727 -0.5837 -2.7228  0.3443
Fe: -2.8756 0.7798 1.7860  0.2849
O: -1.3671 -0.0509 1.2233  -0.4934
O: 1.2781 -1.3504 1.3803  -0.4075
O: 0.1412 1.4772 0.6359  -0.6131
C: -0.2508 0.2987 0.7079  0.2151

Forces on atoms 1 to 2 (eV/Å):
O 0.6 0.1 -0.7
C 0.2 1.1 2.0

Summary:
HOMO level (alpha / beta): -7.3 / -10.3 eV
multiplicity: 7
frontier orbital gap (alpha / beta): 7.4 / 7.3 eV
relative energy (zero: lowest compared OMol25 entry of this formula, charge and spin): 5.05 kcal/mol



6.
Entry from the OMol25 dataset: a cluster of 2 separate species, C2H9N2O in total at a distorted geometry (ωB97M-V/def2-TZVPD).

Each line ends with the Mulliken charge.
CARTESIAN COORDINATES (ANGSTROEM)
C: 1.6515 1.3470 -1.0844  -0.7415
N: -0.1206 -1.4454 0.5024  -0.3716
C: 0.9972 -0.6266 0.3348  -0.3668
N: 0.8184 0.6953 -0.1050  -0.1917
H: 2.1317 2.2209 -0.6490  0.2617
H: 2.3861 0.6383 -1.4629  0.2704
H: 1.0462 1.7317 -1.9067  0.2560
H: -0.9299 -1.0192 0.9408  0.2045
H: 0.0606 -2.4209 0.6674  0.1649
H: 2.0133 -0.9882 0.2591  0.4043
H: 0.0328 1.1491 0.3194  0.1360
H: -2.7925 0.8895 0.4537  0.3035
H: -3.5464 -0.4707 0.2456  0.2859
O: -2.6922 -0.0641 0.4028  -0.6155

Forces on atoms 1 to 2 (eV/Å):
C -0.7 0.3 0.4
N 0.3 0.1 -0.5

Summary:
HOMO level (alpha / beta): -4.8 / -8.1 eV
multiplicity: 2
frontier orbital gap (alpha / beta): 5.4 / 8.8 eV
relative energy (zero: lowest compared OMol25 entry of this formula, charge and spin): 6.61 kcal/mol



7.
Entry from the OMol25 dataset: the molecule C6H12S at a distorted geometry (ωB97M-V/def2-TZVPD).

Each line ends with the Mulliken charge.
CARTESIAN COORDINATES (ANGSTROEM)
C: -1.5190 1.1690 -0.3312  -0.9377
C: -0.6135 0.2204 0.3737  0.5857
C: 0.4418 -0.4714 -0.4457  0.2900
C: -1.4610 -0.7616 1.1960  -1.4661
C: 0.1558 -1.7793 -1.0890  -1.2293
C: 2.3805 1.5297 0.1111  -0.9195
S: 1.7956 0.2735 -1.1359  -0.0628
H: -2.2937 0.8041 -1.0503  0.2759
H: -1.1031 2.0753 -0.7233  0.3559
H: -0.1554 0.6760 1.3152  0.1732
H: -2.2433 -0.0896 1.6377  0.4242
H: -1.0310 -1.1495 2.1705  0.2925
H: -2.0512 -1.5476 0.6900  0.3331
H: 0.3088 -1.6957 -2.1321  0.3824
H: -0.9011 -1.9687 -0.9113  0.2847
H: 0.6015 -2.7389 -0.7368  0.2636
H: 3.2829 1.9811 -0.2433  0.3712
H: 2.6983 1.1136 1.0965  0.2990
H: 1.7071 2.3595 0.2083  0.2838

Forces on atoms 1 to 2 (eV/Å):
C 0.0 -0.5 -1.8
C 0.3 -0.6 3.1

Summary:
HOMO level (alpha / beta): -6.8 / -8.5 eV
frontier orbital gap (alpha / beta): 6.9 / 9.0 eV
relative energy (zero: lowest compared OMol25 entry of this formula, charge and spin): 88.85 kcal/mol



8.
Entry from the OMol25 dataset: a structure of composition C23H43Cl3N3O4ScSi at a distorted geometry (ωB97M-V/def2-TZVPD).

Each line ends with the Mulliken charge.
CARTESIAN COORDINATES (ANGSTROEM)
C: -2.3900 -2.3588 -4.1889  -1.4068
C: -1.3644 -2.6849 -3.1307  1.1347
H: -2.4863 -3.2215 -4.8646  0.4256
H: -2.1438 -1.4733 -4.7890  0.1410
H: -3.3477 -2.1786 -3.6660  0.2373
C: -0.7287 -3.8953 -3.0022  -0.4573
C: -0.5312 -4.8451 -4.1285  -1.6589
H: -0.6855 -4.3026 -1.9882  0.3409
H: 0.0225 -4.3287 -4.9175  0.2912
H: -1.4409 -5.2927 -4.5590  0.3347
H: 0.0930 -5.6641 -3.7642  0.4017
Sc: 0.4832 1.9062 1.2293  -0.1331
Cl: -1.8867 2.5932 1.2852  -0.5362
Cl: 1.6755 3.7616 0.3780  -0.5249
H: 1.5021 6.2161 4.4717  0.3245
H: -1.2666 6.9435 3.3833  0.3276
C: 1.4282 5.6564 3.5295  -0.9319
C: -0.8088 6.2766 2.6308  -0.8674
N: 0.0553 5.2624 3.2494  0.2600
H: 2.0309 4.7499 3.6098  0.2567
C: -0.2843 3.9779 3.4234  -0.1070
O: 0.4389 2.9826 3.1116  -0.6618
H: -1.6046 5.7902 2.0514  0.3129
H: -1.2889 3.8036 3.8405  0.4972
H: 1.8153 6.2831 2.7210  0.3207
H: -0.1957 6.9060 1.9577  0.2884
H: 2.2003 -0.3915 -2.7416  0.1127
H: 2.6658 -3.0978 -1.6534  0.4629
C: 3.1080 -0.3243 -2.1126  -0.8838
C: 3.3201 -2.5324 -0.9567  -0.9906
N: 2.9503 -1.0982 -0.8798  0.3692
H: 3.3074 0.7141 -1.8444  0.3844
C: 2.5504 -0.5152 0.2900  0.4716
O: 2.4941 0.7201 0.5092  -0.6182
H: 3.2536 -2.9876 0.0493  0.2526
H: 2.2310 -1.2675 1.0502  -0.0134
H: 3.9436 -0.7665 -2.6650  0.3226
H: 4.3528 -2.6211 -1.3482  0.3780
O: -0.6775 -1.1778 -2.6274  -0.3732
C: -1.5442 -1.8513 -1.8572  -0.8417
C: 0.1269 -2.9145 -0.2142  0.7296
C: -1.1363 -2.4169 -0.5346  0.7155
H: 0.9550 -2.7380 -0.9147  0.4288
C: 0.2759 -3.6938 0.9453  -0.9301
H: -2.5552 -1.4297 -1.8678  0.2333
C: -2.2158 -2.6489 0.3224  -0.8894
H: 1.2413 -4.1772 1.1505  0.3070
C: -0.8108 -3.9188 1.7937  -0.7078
C: -2.0515 -3.3637 1.4956  -0.7269
H: -3.1785 -2.2499 0.0041  0.3611
H: -0.7038 -4.5709 2.6571  0.4420
H: -2.9208 -3.5156 2.1202  0.4370
Si: -0.4345 1.8731 -2.6700  0.6846
Cl: -0.1980 0.6004 -0.5816  0.6904
C: 1.2455 2.6287 -3.0399  -0.8690
C: -1.2093 3.3620 -1.8039  -0.9607
C: -1.4460 1.2017 -4.0423  -0.9026
H: 2.0894 1.9414 -2.9488  0.1132
H: 1.4421 3.4671 -2.3518  0.2257
H: 1.2470 3.0401 -4.0627  0.4119
H: -0.8077 0.7462 -4.8088  0.3348
H: -1.9923 2.0402 -4.5080  0.5060
H: -2.1781 0.4740 -3.6890  0.1351
H: -2.0817 3.1069 -1.1889  0.2340
H: -1.5158 4.1179 -2.5453  0.4179
H: -0.4864 3.8470 -1.1229  0.1096
C: 0.9730 -1.6861 4.2019  -0.8216
N: -0.2545 -0.8873 4.1314  0.3743
C: -1.0280 -0.6235 5.3308  -0.9693
C: -0.5411 -0.1953 3.0403  0.0238
O: 0.3231 -0.0247 2.1286  -0.0789
H: 1.2452 -1.7845 5.2566  0.4720
H: 1.7879 -1.2169 3.6355  0.2671
H: 0.7817 -2.6788 3.7697  0.1368
H: -0.8569 0.4018 5.6969  0.2778
H: -2.0869 -0.7029 5.0682  0.3688
H: -0.7498 -1.3499 6.0930  0.3779
H: -1.5408 0.2724 2.9673  0.3969

Forces on atoms 1 to 2 (eV/Å):
C 0.3 0.0 -0.2
C -1.8 -1.7 2.2

Summary:
HOMO level: -4.5 eV
frontier orbital gap: 4.4 eV
relative energy (zero: lowest compared OMol25 entry of this formula, charge and spin): 151.63 kcal/mol